Entry 1:
DFT (ωB97M-V/def2-TZVPD) results for a single C24H31NO4 molecule.

Output
HOMO energy = -8.3 eV
Energy relative to the best compared isomer or geometry (same formula, charge and spin) = 40.2 kJ/mol
Kohn-Sham gap = 8.997 eV

CARTESIAN COORDINATES (ANGSTROEM)
1 C -1.00 -1.43 2.62
2 C 0.50 -1.38 2.32
3 H 1.02 -0.73 3.02
4 H 0.92 -2.39 2.36
5 O 0.75 -0.82 1.03
6 C 0.68 -1.64 -0.01
7 O 0.46 -2.82 0.08
8 C 0.96 -0.93 -1.34
9 C 0.69 0.57 -1.27
10 C -0.79 0.86 -1.03
11 N -1.60 0.26 -2.07
12 C -1.42 -1.18 -2.11
13 C 0.04 -1.52 -2.41
14 H 0.31 -1.12 -3.38
15 H 0.15 -2.61 -2.43
16 H -2.06 -1.58 -2.90
17 H -1.71 -1.66 -1.15
18 C -3.00 0.66 -1.99
19 C -3.68 0.27 -0.70
20 C -4.23 -1.00 -0.55
21 C -4.76 -1.42 0.66
22 C -4.76 -0.55 1.73
23 C -4.25 0.73 1.60
24 C -3.71 1.15 0.39
25 O -3.20 2.40 0.18
26 C -3.23 3.33 1.23
27 H -2.62 2.99 2.08
28 H -4.25 3.53 1.56
29 H -2.80 4.24 0.82
30 H -4.27 1.39 2.45
31 H -5.16 -0.87 2.68
32 H -5.18 -2.41 0.75
33 H -4.24 -1.67 -1.40
34 H -3.03 1.75 -2.10
35 H -3.52 0.21 -2.84
36 H -0.96 1.93 -1.04
37 H -1.07 0.48 -0.03
38 H 1.28 1.03 -0.47
39 H 0.98 1.02 -2.22
40 C 2.44 -1.24 -1.68
41 C 3.37 -0.81 -0.59
42 C 3.68 -1.68 0.45
43 C 4.50 -1.26 1.48
44 C 5.04 0.01 1.48
45 C 4.75 0.88 0.43
46 C 3.92 0.47 -0.60
47 H 3.69 1.12 -1.42
48 O 5.33 2.12 0.51
49 C 5.09 3.05 -0.51
50 H 4.02 3.29 -0.59
51 H 5.45 2.68 -1.48
52 H 5.64 3.94 -0.24
53 H 5.68 0.35 2.27
54 H 4.74 -1.94 2.29
55 H 3.27 -2.67 0.45
56 H 2.68 -0.72 -2.62
57 H 2.53 -2.31 -1.85
58 H -1.44 -0.44 2.53
59 H -1.50 -2.09 1.91
60 H -1.16 -1.81 3.62

---

Entry 2:
DFT (ωB97M-V/def2-TZVPD) results for a molecular structure, C24H32BIMnN9OS.

Output
HOMO energy (alpha / beta) = -14.0 / -14.0 eV
2S+1 = 5
Kohn-Sham gap (alpha / beta) = 6.169 / 7.314 eV
Net charge = +2

CARTESIAN COORDINATES (ANGSTROEM)
1 Mn -0.17 0.05 0.61
2 C -2.23 -3.18 0.69
3 C -1.22 -2.84 -0.35
4 C -0.86 -3.66 -1.40
5 C 0.13 -3.00 -2.10
6 C 0.85 -3.45 -3.32
7 N 0.35 -1.82 -1.49
8 N -0.50 -1.70 -0.41
9 B 1.48 -0.81 -1.85
10 N 2.35 -0.68 -0.57
11 N 1.71 -0.60 0.62
12 C 2.58 -0.88 1.60
13 C 2.21 -1.02 3.04
14 C 3.83 -1.11 1.01
15 C 3.64 -0.99 -0.36
16 C 4.62 -1.20 -1.47
17 N 0.84 0.53 -2.22
18 N -0.29 0.86 -1.50
19 C -1.10 1.52 -2.35
20 C -2.51 1.94 -2.06
21 C -0.47 1.68 -3.58
22 C 0.73 1.02 -3.48
23 C 1.78 0.79 -4.52
24 H -2.52 -4.22 0.55
25 H -3.13 -2.57 0.60
26 H -1.82 -3.10 1.70
27 H -1.27 -4.63 -1.62
28 H 0.46 -4.42 -3.63
29 H 1.92 -3.55 -3.14
30 H 0.71 -2.75 -4.15
31 H 2.14 -1.23 -2.74
32 H 1.16 -0.83 3.22
33 H 2.80 -0.34 3.66
34 H 2.43 -2.03 3.37
35 H 4.74 -1.37 1.52
36 H 5.62 -1.26 -1.06
37 H 4.58 -0.38 -2.19
38 H 4.40 -2.13 -1.99
39 H -2.93 1.44 -1.19
40 H -3.13 1.67 -2.92
41 H -2.60 3.02 -1.94
42 H -0.87 2.17 -4.45
43 H 1.60 1.45 -5.37
44 H 1.76 -0.23 -4.87
45 H 2.78 0.99 -4.13
46 N -0.90 3.16 0.23
47 C -1.87 2.48 0.87
48 N -1.87 1.16 1.03
49 C -2.93 0.79 1.88
50 C -3.13 -0.47 2.43
51 C -4.21 -0.67 3.27
52 C -5.09 0.37 3.57
53 C -4.88 1.64 3.07
54 C -3.78 1.83 2.23
55 S -3.20 3.32 1.56
56 H -0.44 2.69 -0.54
57 H -1.03 4.16 0.12
58 H -2.43 -1.26 2.24
59 H -4.37 -1.65 3.71
60 H -5.93 0.19 4.22
61 H -5.53 2.46 3.33
62 N 2.33 2.30 1.35
63 C 1.41 2.04 2.26
64 O 0.47 1.22 2.05
65 C 1.48 2.70 3.59
66 I 0.39 4.53 3.54
67 H 2.33 1.84 0.45
68 H 3.06 2.98 1.54
69 H 2.50 2.94 3.88
70 H 1.00 2.07 4.33

---

Entry 3:
DFT (ωB97M-V/def2-TZVPD) results for a molecular structure, C24H32BiGe2N4O5SSbSe4 in a non-equilibrium geometry.

Output
HOMO energy (alpha / beta) = -10.8 / -10.8 eV
Energy relative to the best compared isomer or geometry (same formula, charge and spin) = 27.5 kJ/mol
2S+1 = 2
Kohn-Sham gap (alpha / beta) = 6.779 / 5.369 eV
Net charge = +1

CARTESIAN COORDINATES (ANGSTROEM)
1 Bi -0.09 0.88 -1.25
2 O 0.43 -1.08 2.17
3 C 0.39 0.03 1.81
4 N 0.33 1.16 1.38
5 C -1.30 5.82 -7.61
6 C -1.21 4.41 -8.18
7 S -0.54 3.30 -6.93
8 O -1.53 3.04 -5.92
9 O 0.73 3.82 -6.48
10 C -0.19 1.76 -7.84
11 C 0.62 0.74 -7.03
12 N 0.03 0.39 -5.73
13 C 0.48 0.77 -4.52
14 N -0.39 0.41 -3.57
15 C -1.42 -0.24 -4.18
16 C -1.17 -0.28 -5.51
17 N -1.96 -0.95 -6.49
18 O -1.69 -0.78 -7.67
19 O -2.84 -1.66 -6.06
20 C 1.79 1.42 -4.25
21 H -1.49 6.53 -8.41
22 H -0.36 6.09 -7.13
23 H -2.10 5.89 -6.87
24 H -0.52 4.35 -9.02
25 H -2.18 4.00 -8.46
26 H 0.39 2.07 -8.71
27 H -1.14 1.34 -8.15
28 H 1.62 1.13 -6.84
29 H 0.70 -0.17 -7.61
30 H -2.27 -0.62 -3.65
31 H 2.60 0.75 -4.52
32 H 1.87 1.67 -3.20
33 H 1.88 2.33 -4.83
34 Se 0.00 -4.14 0.90
35 Sb -0.42 -2.77 -1.09
36 Se -2.01 -0.73 -0.67
37 Se -0.95 -3.74 -3.23
38 Se 1.58 -1.09 -1.33
39 C 4.52 4.07 2.23
40 Ge 3.55 2.38 1.93
41 C 3.83 1.05 3.34
42 C 4.00 1.58 0.18
43 Ge 1.11 2.90 1.85
44 C 0.47 3.89 0.26
45 C 1.39 4.43 -0.64
46 C 0.97 4.96 -1.86
47 C -0.38 4.97 -2.19
48 C -1.31 4.51 -1.27
49 C -0.89 3.98 -0.06
50 C 0.14 3.52 3.44
51 C -1.25 3.66 3.48
52 C -1.86 4.23 4.58
53 C -1.09 4.67 5.65
54 C 0.29 4.53 5.62
55 C 0.90 3.96 4.52
56 H 5.54 3.85 2.56
57 H 4.03 4.66 3.01
58 H 4.57 4.66 1.32
59 H 4.88 0.78 3.37
60 H 3.25 0.15 3.13
61 H 3.54 1.42 4.32
62 H 5.07 1.43 0.12
63 H 3.69 2.21 -0.65
64 H 3.51 0.61 0.08
65 H 2.44 4.42 -0.40
66 H 1.70 5.36 -2.55
67 H -0.71 5.35 -3.14
68 H -2.37 4.54 -1.51
69 H -1.63 3.60 0.64
70 H -1.86 3.30 2.67
71 H -2.93 4.34 4.61
72 H -1.57 5.12 6.51
73 H 0.88 4.87 6.46
74 H 1.98 3.85 4.50

---

Entry 4:
DFT (ωB97M-V/def2-TZVPD) results for a molecular structure, C24H32Cl2F4MnN5 in a non-equilibrium geometry.

Output
HOMO energy (alpha / beta) = -2.5 / -2.7 eV
2S+1 = 6
Kohn-Sham gap (alpha / beta) = 4.822 / 5.084 eV
Net charge = -1

CARTESIAN COORDINATES (ANGSTROEM)
1 Mn 0.83 0.12 0.03
2 C -0.40 -1.66 -3.17
3 C 0.79 -0.71 -3.42
4 N 1.22 0.20 -2.34
5 C 0.70 1.56 -2.60
6 C -0.83 1.63 -2.74
7 C 2.71 0.21 -2.33
8 C 3.38 0.99 -1.23
9 N 2.90 0.51 0.04
10 C 3.43 0.98 1.17
11 C 2.89 0.60 2.41
12 F 1.85 -0.28 2.36
13 C 3.33 1.05 3.62
14 F 2.73 0.64 4.75
15 C 4.38 1.96 3.74
16 C 4.90 2.34 2.51
17 F 5.93 3.23 2.54
18 C 4.47 1.92 1.28
19 F 5.04 2.47 0.20
20 H -0.65 -2.22 -4.05
21 H -1.27 -1.11 -2.83
22 H -0.15 -2.38 -2.39
23 H 0.57 -0.12 -4.34
24 H 1.62 -1.34 -3.72
25 H 1.18 1.99 -3.52
26 H 0.97 2.19 -1.73
27 H -1.21 1.28 -3.69
28 H -1.12 2.67 -2.58
29 H -1.26 1.07 -1.91
30 H 3.09 0.54 -3.30
31 H 3.03 -0.83 -2.19
32 H 3.18 2.05 -1.33
33 H 4.46 0.81 -1.34
34 H 4.77 2.34 4.67
35 C -2.60 -3.62 -1.18
36 C -1.72 -4.21 -0.06
37 N -1.71 -3.41 1.15
38 C -2.43 -3.98 2.29
39 C -3.96 -3.85 2.19
40 C -0.93 -2.29 1.25
41 C -1.24 -1.32 2.36
42 N 0.00 -1.98 0.40
43 H -2.68 -4.31 -2.00
44 H -2.17 -2.68 -1.53
45 H -3.59 -3.40 -0.81
46 H -0.69 -4.42 -0.44
47 H -2.13 -5.17 0.21
48 H -2.09 -3.49 3.20
49 H -2.16 -5.05 2.40
50 H -4.23 -2.79 2.11
51 H -4.40 -4.26 3.10
52 H -4.38 -4.36 1.33
53 H -0.53 -1.45 3.18
54 H -2.25 -1.45 2.76
55 H -1.12 -0.31 1.95
56 H 0.16 -2.70 -0.27
57 Cl -3.62 1.40 0.58
58 C -2.51 2.75 0.44
59 C -3.12 3.97 0.28
60 C -2.37 5.12 0.13
61 C -0.98 5.04 0.18
62 C -0.37 3.82 0.33
63 Cl 1.40 3.80 0.39
64 C -1.06 2.52 0.45
65 N -0.51 1.36 0.59
66 H -4.20 4.04 0.27
67 H -2.88 6.06 0.01
68 H -0.39 5.93 0.15

---

no.,molar mass (u),DFT total energy (Ha)
1,397.51,-1288.85202
2,687.30,-3373.21942
3,1280.41,-16141.35839
4,592.39,-3678.38466